Computed, not measured: a structure of composition C43H46I2N5O3S4Ta, with wB97M-V/def2-TZVPD.

Results
HOMO level (eV): -16.55
Charge: +4
Spin multiplicity: 1
Electronic energy (eV): -119992.0827
Kohn-Sham gap (eV): 5.97

Each line ends with the Löwdin charge.
Atoms and positions in Å:
Ta1 -0.0363 0.5119 -0.5002  1.596
I1 4.4783 3.2205 5.3088  1.023
C1 3.1993 2.7422 3.7481  -0.720
C2 3.5296 1.7045 2.8804  -0.180
C3 2.6594 1.4182 1.8442  -0.566
I2 2.9225 -0.1642 0.5229  1.279
C4 1.4964 2.1397 1.6463  -0.371
O1 0.6850 1.8725 0.5837  -0.339
C5 1.1370 3.1372 2.5463  -0.135
C6 -0.2149 3.7653 2.3534  -0.106
N1 -1.2301 2.6895 2.3010  -0.056
C7 -2.3222 2.9257 1.3647  -0.149
C8 -1.9493 3.2585 -0.0724  -0.225
C9 -2.3587 4.5055 -0.5309  0.019
C10 -2.2273 4.8724 -1.8595  0.021
C11 -1.7233 3.9337 -2.7420  -0.006
C12 -1.3295 2.7151 -2.2378  -0.176
N2 -1.3832 2.3697 -0.9340  -0.040
C13 1.9981 3.4365 3.5877  -0.067
H1 4.4398 1.1382 3.0198  0.102
H2 -0.4216 4.4925 3.1403  0.142
H3 -0.2259 4.3085 1.4060  0.130
H4 -1.6338 2.5956 3.2269  0.124
H5 -2.9507 2.0300 1.3426  0.092
H6 -2.9705 3.7473 1.6858  0.132
H7 -2.7947 5.1987 0.1752  0.136
H8 -2.5341 5.8546 -2.1950  0.141
H9 -1.6319 4.1331 -3.8005  0.132
H10 -0.9647 1.9575 -2.9135  0.058
H11 1.7313 4.2144 4.2919  0.118
O2 1.0203 0.9157 -2.1570  -0.713
S1 1.5657 1.5497 -3.4997  1.143
C14 1.4173 0.2394 -4.7294  -0.281
C15 2.2400 -1.0386 -4.6404  -0.186
C16 1.9618 -1.9353 -3.4340  -0.209
C17 0.5281 -2.4592 -3.4108  -0.284
S2 -0.0772 -2.7603 -1.7379  1.054
O3 0.3858 -1.4476 -1.0123  -0.844
C18 1.0474 -4.0134 -1.1818  -0.396
C19 1.8825 -3.8114 -0.0964  -0.112
C20 2.7133 -4.8511 0.3026  -0.040
C21 2.6880 -6.0629 -0.3726  -0.018
C22 1.8194 -6.2560 -1.4418  -0.021
C23 0.9804 -5.2326 -1.8517  -0.064
C24 3.2632 1.8890 -3.3011  -0.402
C25 3.5958 3.2044 -3.6309  -0.063
C26 4.9282 3.5890 -3.5925  -0.022
C27 5.8965 2.6735 -3.2115  -0.004
C28 5.5499 1.3670 -2.8648  -0.026
C29 4.2322 0.9595 -2.9138  -0.095
H12 1.6685 0.7881 -5.6436  0.124
H13 0.3393 0.0591 -4.7677  0.094
H14 3.3022 -0.7960 -4.6746  0.118
H15 2.0367 -1.5845 -5.5659  0.144
H16 2.1551 -1.3833 -2.5117  0.068
H17 2.6560 -2.7751 -3.4516  0.139
H18 0.3988 -3.4012 -3.9472  0.117
H19 -0.2012 -1.7544 -3.8157  0.078
H20 1.8681 -2.8780 0.4450  0.029
H21 3.3780 -4.7108 1.1448  0.125
H22 3.3400 -6.8679 -0.0608  0.130
H23 1.7900 -7.2072 -1.9556  0.132
H24 0.2925 -5.3972 -2.6733  0.124
H25 2.8295 3.9125 -3.9209  0.117
H26 5.2039 4.6002 -3.8576  0.131
H27 6.9355 2.9741 -3.1824  0.133
H28 6.3193 0.6670 -2.5684  0.128
H29 3.9673 -0.0536 -2.6492  0.083
N3 -0.7302 -0.2255 1.2591  -0.424
S3 -1.2916 -1.7403 1.6134  1.114
C30 -2.8707 -1.4972 2.3977  -0.413
C31 -3.7281 -2.5920 2.3625  -0.058
C32 -4.9547 -2.4949 3.0019  -0.020
C33 -5.3128 -1.3191 3.6515  -0.021
C34 -4.4475 -0.2317 3.6700  -0.042
C35 -3.2112 -0.3140 3.0411  -0.099
C36 -0.2699 -2.3416 2.9215  -0.399
C37 0.2244 -3.6308 2.7709  -0.082
C38 0.9831 -4.1726 3.8006  -0.031
C39 1.2395 -3.4236 4.9390  -0.013
C40 0.7378 -2.1292 5.0709  -0.025
C41 -0.0323 -1.5801 4.0634  -0.058
H30 -0.6339 0.3901 2.0718  0.025
H31 -3.4462 -3.5086 1.8576  0.126
H32 -5.6305 -3.3393 2.9950  0.132
H33 -6.2687 -1.2540 4.1542  0.131
H34 -4.7265 0.6720 4.1964  0.126
H35 -2.5146 0.5130 3.0770  0.079
H36 0.0140 -4.2074 1.8782  0.109
H37 1.3645 -5.1810 3.7147  0.127
H38 1.8260 -3.8513 5.7413  0.131
H39 0.9344 -1.5615 5.9701  0.128
H40 -0.4523 -0.5872 4.1798  0.113
C42 -5.5345 1.0537 -0.0222  -0.008
N4 -4.2293 0.4412 -0.2749  -0.002
C43 -3.6437 0.4108 -1.4512  -0.738
N5 -4.2131 0.9770 -2.5017  0.186
S4 -2.1447 -0.4738 -1.6715  0.698
H41 -5.7651 0.9378 1.0326  0.096
H42 -6.3149 0.5570 -0.6011  0.113
H43 -5.5124 2.1179 -0.2625  0.104
H44 -3.7958 -0.0841 0.4729  0.094
H45 -5.1491 1.3572 -2.4650  0.132
H46 -3.7917 0.8774 -3.4111  0.125



Computed, not measured: a structure of composition C43H46N8O2Pb at a distorted geometry, with wB97M-V/def2-TZVPD.

Results
HOMO level (eV): -6.58
Charge: 0
Spin multiplicity: 1
Electronic energy (eV): -66591.1466
Kohn-Sham gap (eV): 5.94

Each line ends with the Löwdin charge.
Atoms and positions in Å:
Pb1 0.2474 1.1328 -0.0071  1.376
C1 2.9033 -1.7835 1.8626  -0.197
C2 1.5250 -2.3587 2.2427  -0.173
C3 0.3524 -1.6521 1.5766  -0.311
N1 0.1981 -0.3082 1.8727  -0.121
C4 -0.2574 0.1130 3.0270  -0.254
C5 -0.7386 -0.7721 4.0550  -0.029
C6 -1.4461 -0.4978 5.2265  -0.142
C7 -1.4444 0.5588 6.0701  -0.104
C8 -0.7516 1.8131 5.7017  -0.056
C9 -0.3371 2.2650 4.4815  -0.047
C10 -0.2996 1.5481 3.2368  -0.231
N2 -0.3181 2.2460 2.1399  -0.075
C11 -0.4378 3.6685 2.2310  -0.260
C12 0.9323 4.3781 2.0904  -0.161
C13 1.5334 4.1486 0.6836  -0.239
N3 2.0288 2.7858 0.4296  -0.088
C14 3.2926 2.3765 0.6104  -0.253
C15 4.2060 3.1132 1.4128  -0.036
C16 5.5992 3.0906 1.4580  -0.095
C17 6.5354 2.3169 0.7367  -0.104
C18 6.1620 1.3131 -0.2157  -0.108
C19 4.9234 0.8092 -0.4607  -0.017
C20 3.5608 1.0834 0.0301  -0.268
N4 2.5244 0.3340 -0.1660  -0.094
C21 2.6936 -1.0434 -0.6845  -0.206
C22 3.2083 -2.0675 0.4044  -0.164
H1 3.6286 -2.3165 2.5074  0.111
H2 3.0036 -0.6750 2.1418  0.132
H3 1.4783 -2.2160 3.2994  0.088
H4 1.3779 -3.4376 1.9522  0.136
H5 -0.5938 -2.1866 1.7473  0.081
H6 0.5408 -1.7200 0.5044  0.072
H7 -0.9211 -1.7872 3.7110  0.085
H8 -2.0404 -1.3499 5.4946  0.092
H9 -1.9620 0.5753 6.9865  0.070
H10 -0.7793 2.5844 6.5139  0.110
H11 0.0472 3.2618 4.4229  0.085
H12 -1.0613 3.9541 3.1045  0.112
H13 -1.0276 4.0560 1.3523  0.122
H14 1.6567 4.1983 2.8406  0.080
H15 0.6817 5.4743 2.2229  0.128
H16 2.3619 4.8678 0.5201  0.116
H17 0.8369 4.4190 -0.0863  0.093
H18 3.6784 3.7723 2.0884  0.085
H19 5.9091 3.9079 2.1350  0.105
H20 7.6014 2.4628 0.8538  0.081
H21 6.9872 0.8736 -0.7359  0.091
H22 4.8892 0.0001 -1.2394  0.099
H23 3.4581 -1.0408 -1.5068  0.097
H24 1.7844 -1.3487 -1.1667  0.064
H25 4.2559 -2.2978 0.2749  0.100
H26 2.6711 -2.9622 0.1989  0.089
O1 -3.5986 -2.0952 -3.8572  0.098
N5 -2.6353 -1.8068 -4.5155  -0.344
O2 -2.2280 -2.4152 -5.4805  0.090
C23 -1.8425 -0.6735 -4.1577  -0.082
C24 -0.4805 -0.8338 -4.2983  0.051
C25 0.3513 0.2321 -3.9826  -0.141
C26 1.7874 0.1741 -4.3389  0.040
C27 2.4959 1.3250 -4.0829  -0.047
C28 1.9217 2.3742 -3.3520  -0.148
N6 0.6933 2.4227 -2.9608  0.109
C29 -0.1060 1.3832 -3.3661  -0.213
C30 -1.5475 1.4896 -3.1065  -0.196
N7 -2.0025 2.4761 -2.3197  0.109
C31 -3.2994 2.5253 -2.0735  -0.131
C32 -4.3251 1.8086 -2.7805  -0.018
C33 -3.8038 0.7705 -3.5305  -0.012
C34 -2.4333 0.5002 -3.5737  -0.072
H27 -0.0860 -1.8074 -4.5420  0.132
H28 2.1033 -0.6083 -5.0199  0.119
H29 3.5276 1.4527 -4.3395  0.101
H30 2.5311 3.1864 -2.9849  0.116
H31 -3.5892 3.2346 -1.2971  0.105
H32 -5.3952 2.0087 -2.7642  0.108
H33 -4.5187 0.1419 -3.9531  0.094
C35 -3.1097 -3.0420 1.5230  -0.003
N8 -3.9613 -2.0386 0.7950  -0.152
C36 -3.2582 -0.7047 0.7268  -0.019
C37 -4.3256 -2.4695 -0.6424  -0.081
C38 -3.1581 -3.2040 -1.2489  -0.364
C39 -3.4716 -4.3731 -1.9014  -0.101
C40 -2.5149 -4.9679 -2.6916  -0.096
C41 -1.2469 -4.3401 -2.7555  -0.110
C42 -0.9677 -3.1748 -2.0349  -0.151
C43 -1.9311 -2.5359 -1.1785  -0.050
H34 -3.3528 -2.9355 2.5733  0.098
H35 -2.1027 -2.9082 1.1434  0.053
H36 -3.3895 -4.0664 1.1982  0.117
H37 -4.8079 -2.0021 1.3332  0.153
H38 -2.3378 -0.7888 0.2621  -0.012
H39 -3.0925 -0.4515 1.8067  0.117
H40 -3.8211 -0.0905 -0.0036  0.103
H41 -4.5829 -1.5910 -1.2072  0.106
H42 -5.2284 -3.0748 -0.4752  0.128
H43 -4.4593 -4.8162 -1.8069  0.105
H44 -2.6626 -5.9007 -3.2835  0.109
H45 -0.5891 -4.7352 -3.4534  0.067
H46 -0.0068 -2.7351 -2.1854  0.048



The following ΔE to the lowest compared entry with this formula, charge and spin values (in kcal per mole) correspond, in order, to the records above: 19.0 73.1.